22
Properties=species:S:1:pos:R:3:forces:R:3 method="wB97M-V/def2-TZVPD" de_lowest_kj_mol=95.2 total_energy_ev=-16061.3278 gap_ha="0.28855 / 0.25674" multiplicity=5 e_homo_ev="-7.0 / -8.9"
C -1.456816 -0.074960 -1.495002 -0.52 -0.62 -1.17
O 1.597156 -0.880986 2.485118 -1.30 -0.34 -1.39
C 2.041936 2.789652 1.075368 -1.71 2.52 0.08
H 0.059758 1.907611 1.731652 0.20 -0.11 -0.26
H -3.471987 -0.922957 -0.922580 0.21 -0.08 -0.03
N -0.729663 -1.230566 1.945012 2.02 0.43 5.85
C -0.206712 -0.733571 -1.817898 -0.69 -0.29 -0.64
H 2.317916 0.809582 1.787012 -0.22 1.17 -0.64
C -0.422665 -2.169484 -1.719987 -1.09 0.13 -1.21
H 0.307276 1.797413 -0.115443 -0.13 0.19 -0.07
C -1.803798 -2.392767 -1.342953 -0.19 0.34 -1.68
H 0.719559 -0.245596 -2.089428 -0.12 -0.09 0.07
H -1.640029 0.989262 -1.487296 0.03 -0.09 0.00
H 2.151155 3.288314 2.045501 -0.18 0.03 -0.29
C -2.436835 -1.098589 -1.192691 -0.07 -0.19 -1.48
C 0.516074 -1.023637 1.967013 -0.40 -0.28 3.02
H -2.285101 -3.355496 -1.210753 0.12 0.22 0.03
Ru -0.787024 -1.250049 0.178855 1.95 0.47 -1.18
C 0.730126 1.920024 0.869105 1.60 1.13 0.85
H 0.316577 -2.935439 -1.902204 -0.07 0.06 0.02
N 2.095804 1.449923 1.002065 0.45 -4.51 -0.16
H 2.387293 3.362319 0.209535 0.10 -0.09 0.29

74
Properties=species:S:1:pos:R:3:forces:R:3 method="wB97M-V/def2-TZVPD" de_lowest_kj_mol=0.0 total_energy_ev=-38803.5419 gap_ha="0.29170 / 0.23325" multiplicity=2 e_homo_ev="-7.2 / -7.2"
H 6.496648 9.850492 4.787391 -0.06 -0.02 -0.22
H 9.676015 12.211036 10.972172 -0.02 0.07 -0.18
C 7.810356 6.487879 6.390470 0.18 -0.50 -0.26
H 12.746214 15.433629 6.264134 -0.18 -0.03 -0.42
C 11.664624 12.035795 10.231727 0.47 -1.70 0.55
N 11.037251 7.123430 4.752335 -0.29 -0.30 -1.07
H 17.561228 10.937149 7.148321 -0.05 0.09 0.07
H 13.252885 11.538451 11.629013 0.08 -0.24 -0.02
C 16.721647 11.382835 7.695695 -0.08 -0.38 0.07
C 7.516720 12.260867 6.625960 1.94 1.47 -0.08
H 10.017866 14.606342 8.660906 -0.15 -0.23 0.18
H 5.734496 13.336186 7.199053 0.08 0.30 -0.04
C 7.768381 8.856379 6.174970 0.11 0.51 0.33
H 12.765747 13.191403 11.785711 -0.22 0.08 -0.12
H 6.786829 7.552855 4.813636 -0.28 -0.17 -0.21
C 7.308362 10.120392 5.457157 0.19 -0.38 0.09
H 12.240327 9.879417 10.421322 0.18 -0.12 0.06
H 13.970412 15.750335 7.482688 0.16 -0.13 -0.13
H 14.093267 13.751718 6.490454 -0.01 0.23 -0.12
H 11.249846 7.521235 6.637042 0.69 0.30 -0.40
H 14.821053 11.902776 4.801471 -0.15 0.10 0.33
H 9.001335 5.764804 8.052941 -0.28 0.39 -0.16
C 11.369430 10.471429 10.176156 -0.40 0.98 -0.16
C 7.370185 7.610359 5.712342 0.44 0.15 0.30
H 12.657750 16.842870 7.360227 -0.49 -0.43 0.00
O 8.655721 12.512533 6.165485 -2.43 -0.36 0.82
C 12.404933 15.494331 9.688448 -0.62 -0.03 0.26
C 8.886555 7.926045 7.944489 -0.18 0.42 -0.58
C 12.619527 12.380883 9.108936 -0.23 -0.81 0.30
N 6.836000 11.142610 6.356617 -1.17 -0.43 0.24
H 12.043057 16.521853 9.694580 -0.16 0.10 0.07
H 16.492171 11.484419 4.972484 0.16 -0.01 0.11
H 14.108174 9.638503 6.114767 0.09 0.17 -0.16
C 14.309437 11.899308 7.570319 -0.64 2.17 -0.56
H 10.553027 7.898124 4.286382 0.36 -0.19 0.18
H 11.914521 14.942612 10.506725 0.14 0.20 -0.42
H 13.462149 15.540688 9.925576 0.29 -0.11 -0.07
C 12.899911 15.771860 7.274411 0.70 0.44 0.77
H 9.828755 12.533245 9.214345 0.03 -0.07 0.28
H 10.514084 14.081818 7.063103 0.03 0.29 -0.05
H 15.947409 13.025004 5.626495 -0.13 -0.18 -0.01
H 7.289331 14.143258 7.635022 0.15 0.54 0.01
H 12.658592 7.098348 5.938817 -0.52 0.35 -0.17
C 13.600146 11.445648 8.716430 -1.15 0.30 0.77
Hg 11.095756 11.010745 5.873260 0.23 -0.03 -0.02
C 13.777996 13.144148 7.312282 1.04 -1.15 -0.67
H 15.192435 9.099496 7.377506 0.00 0.30 0.12
H 16.986774 12.420340 7.966077 -0.31 -0.34 -0.32
H 13.729394 10.521776 9.231118 0.27 -0.55 0.08
H 16.620014 10.822573 8.637707 -0.04 0.13 -0.21
H 11.685549 11.915178 12.413954 0.51 0.12 -0.43
C 10.674085 14.836723 7.837637 0.28 0.66 0.56
C 12.744356 13.487384 8.265662 0.47 0.18 -0.05
C 10.293037 12.685331 10.199094 -0.26 -0.06 0.00
H 6.681268 12.747505 8.544258 0.12 0.08 0.10
H 10.999910 10.176016 9.197141 0.01 0.02 -0.25
H 5.917713 11.033751 6.819847 1.08 -0.03 -0.61
H 7.578661 5.490390 6.024216 -0.05 0.18 0.04
C 12.383921 12.185895 11.586723 -0.72 0.52 0.65
H 10.344576 15.839859 7.515490 0.29 -0.36 -0.25
N 8.520249 9.028195 7.271156 -0.43 -0.61 0.01
C 6.756206 13.219173 7.563260 0.18 -1.25 -0.42
C 8.600723 6.632416 7.517829 0.12 0.05 0.32
C 15.666744 11.973356 5.492905 0.24 -0.09 -0.02
H 8.125686 10.544617 4.859975 -0.12 -0.03 0.23
C 15.422652 11.260038 6.842631 0.80 -0.32 -0.63
H 15.856379 9.402902 5.793948 -0.15 0.05 -0.04
H 11.666153 6.733408 4.045884 -0.24 0.23 0.26
H 9.424959 8.126998 8.855510 0.29 -0.13 0.19
N 11.834803 7.702733 5.800687 0.03 -0.44 1.24
C 12.173062 14.884197 8.301538 -0.71 0.01 -0.62
H 10.582316 10.240220 10.896183 0.07 -0.03 0.13
H 10.281159 13.748892 10.407515 0.16 0.12 0.07
C 15.117109 9.771501 6.513338 0.27 -0.01 0.37

71
Properties=species:S:1:pos:R:3:forces:R:3 method="wB97M-V/def2-TZVPD" de_lowest_kj_mol=31.4 total_energy_ev=-49282.6061 gap_ha=0.27743 e_homo_ev=-7.0
C -1.412950 2.272654 2.836854 -0.03 0.03 0.02
H 5.010272 -1.461321 -0.582674 0.00 0.01 -0.01
C -2.773497 -2.231367 1.926172 -0.02 0.02 0.01
C 0.586475 -1.369095 5.111600 0.04 -0.03 0.00
C -2.690428 2.728042 3.125553 0.02 -0.02 -0.01
O -1.631743 1.647071 -0.353512 0.03 0.04 -0.07
H -3.142653 3.609162 -1.132360 0.00 0.00 -0.02
H -4.117864 2.630333 -2.256176 0.00 0.00 -0.01
C -3.520435 2.609184 -1.346678 -0.03 0.01 0.00
H 3.629084 0.707718 -5.567334 0.00 0.00 0.00
C 2.250140 -2.042723 3.587342 0.01 0.00 -0.03
C 0.073869 -0.501618 4.165976 -0.02 0.02 -0.01
C 2.902656 1.614002 -1.879872 0.00 -0.01 -0.06
H -4.454826 0.031971 2.125133 0.00 0.00 0.00
C 2.617264 2.062191 -0.474449 -0.02 0.05 0.05
H -0.780336 0.102637 4.436133 0.00 0.00 0.00
C -3.606168 0.664847 2.359335 -0.01 -0.01 0.00
H 1.656167 2.588192 -0.410616 0.00 -0.03 -0.01
C 4.053689 -1.379357 -0.098645 0.02 0.00 0.01
C -2.359176 1.648217 -1.438924 0.07 0.05 0.09
N 1.832150 -1.232323 0.217577 0.01 0.02 -0.03
H 2.522324 -1.454636 -1.734103 0.01 0.00 -0.01
C -3.806780 1.933081 2.892368 -0.01 -0.01 0.00
H 3.308507 -3.023985 5.989586 0.00 0.00 0.00
C 1.190993 -0.151339 -4.780337 0.00 -0.01 -0.01
N -2.103529 0.898970 -2.452398 -0.09 -0.06 0.10
H -5.211596 3.126242 4.004002 0.00 0.00 0.00
H 2.062137 -4.180527 5.535262 0.00 0.00 0.00
H 3.377211 2.765973 -0.134446 0.02 -0.02 -0.01
C 3.805022 -1.194830 1.241292 -0.01 -0.02 -0.01
H 1.754412 -3.016241 6.820691 0.00 0.00 0.00
H 3.093000 -2.665974 3.309782 0.00 0.00 0.00
N -2.175843 -1.095752 1.520107 0.01 -0.02 -0.03
H -4.149631 2.318598 -0.503219 -0.01 0.00 -0.01
C 4.393637 1.632288 -3.789799 0.02 0.01 0.01
H 0.268768 0.426453 -4.889770 0.00 0.00 0.00
H 1.568575 -0.375536 -5.777385 0.00 0.00 0.00
N -1.433259 -1.321614 0.414528 -0.05 0.07 0.04
C -5.196800 2.447865 3.151265 0.00 0.00 0.00
H -2.701386 -4.267012 1.093627 0.01 0.00 0.00
C 2.788028 -1.387500 -0.693083 -0.01 -0.02 0.01
H -5.891903 1.632931 3.351872 0.00 0.00 0.00
H 4.465742 -1.115758 2.087391 0.00 0.01 0.00
C -1.565848 -2.607296 0.132121 0.03 -0.01 -0.01
H 2.613502 1.244804 0.254186 0.00 -0.01 0.00
H 4.837156 2.511144 -1.886994 0.01 0.00 -0.01
N 0.756817 0.469811 -2.067092 -0.37 0.13 -0.17
C -2.410336 -3.232983 1.056491 0.01 -0.01 0.00
N 0.097883 0.547733 1.964999 -0.05 0.01 -0.03
H -2.789599 1.052396 -3.183122 -0.01 -0.04 -0.01
C 1.941785 0.899010 -2.623845 0.10 0.00 0.04
N 2.469142 -1.112607 1.402099 0.00 0.04 0.00
C 0.630042 -0.350799 2.879498 -0.02 0.01 0.04
C 1.689360 -2.170559 4.846536 -0.04 0.02 0.02
H -5.573473 2.999010 2.286727 0.00 0.00 0.00
C -1.203970 1.007313 2.313592 0.06 -0.02 0.02
H -0.547963 2.899935 3.010435 0.01 -0.01 0.00
C 4.111815 1.958152 -2.473976 -0.02 -0.01 0.02
C 1.760317 -1.154492 2.638002 0.02 -0.04 0.03
H 5.338044 1.912267 -4.237450 0.00 0.00 0.00
H -2.822058 3.724363 3.531028 0.00 0.00 0.00
C -2.328361 0.210911 2.083722 0.02 0.04 0.02
In 0.032354 0.356778 -0.163848 -0.05 -0.23 -0.15
H -1.042744 -3.022827 -0.713480 0.00 0.00 0.00
H 0.910926 -1.090259 -4.293572 0.00 0.00 0.00
C 2.218455 0.589911 -3.974263 0.01 0.01 0.01
H -3.395100 -2.236783 2.804948 0.00 0.00 0.00
H 0.107950 -1.421694 6.083158 0.00 0.00 0.00
C 2.233450 -3.149312 5.851129 0.00 0.00 0.00
C 3.432312 0.959516 -4.530814 -0.01 -0.01 -0.02
H -0.051706 0.452456 -2.695992 0.38 0.02 0.22

11
Properties=species:S:1:pos:R:3:forces:R:3 method="wB97M-V/def2-TZVPD" total_energy_ev=-64014.4413 gap_ha=0.30961 charge=+1 e_homo_ev=-13.3
C -1.522412 1.523313 -0.393696 -0.66 2.90 0.08
O 0.478852 2.838576 0.185214 0.27 -1.11 -0.06
O 0.230450 -2.603665 0.081348 -0.50 -0.25 -0.39
Li 2.265632 1.897283 0.364341 -0.46 0.35 -0.02
O -2.256660 2.487647 -0.498498 1.20 -1.48 0.19
C -0.014081 1.734561 -0.029591 -1.04 2.24 -0.11
O 0.707697 0.661330 0.004087 2.08 -0.77 0.32
Zn -0.350501 -0.845630 -0.346235 -1.19 0.61 -0.20
C 0.816468 -3.563555 0.401506 1.60 -0.94 1.07
O 1.473294 -4.419356 0.786782 -0.90 0.45 -0.59
O -1.828738 0.289495 -0.555258 -0.40 -1.99 -0.29